(1)
93
Properties=species:S:1:pos:R:3:forces:R:3 method="wB97M-V/def2-TZVPD" lumo_ev=-2.74 charge=+1
O 2.637131 0.265272 -0.158725 0.127 0.011 0.220
C 1.644864 -0.422966 -0.874211 0.009 -0.246 -0.120
C 1.017165 0.237584 -1.912305 0.212 0.274 0.197
C 0.051386 -0.406891 -2.657458 -0.161 0.205 -0.046
C -0.274898 -1.718247 -2.357776 -0.261 -0.343 -0.027
C 0.359799 -2.373497 -1.316279 -0.090 0.012 -0.060
C 1.316931 -1.734359 -0.547213 0.331 0.209 0.292
C 1.935541 -2.446203 0.631936 -0.099 -0.328 -0.207
N 0.942495 -2.747047 1.660529 0.076 0.174 0.005
C 1.422477 -2.635276 3.027995 -0.370 0.360 -0.122
C 1.401715 -1.151705 3.481864 0.225 -0.348 0.196
C 2.624421 -0.694020 4.306632 -0.458 0.122 -0.139
C 3.538236 0.345360 3.643313 0.009 -0.013 0.048
N 2.785269 1.358719 2.918882 0.378 0.049 -0.273
C 3.618662 2.471277 2.476614 -0.461 0.110 -0.239
C 4.945011 2.101131 1.812616 0.283 0.600 -0.024
N 5.593289 0.947602 2.507980 -0.370 -0.041 0.179
C 4.654770 -0.221348 2.746195 0.356 0.495 0.015
P 5.622217 -1.638431 3.482759 -0.190 -0.148 -0.063
O 6.695038 -0.639925 4.229765 0.213 -0.179 -0.156
Br 6.723595 -2.178578 1.604613 0.091 0.110 -0.100
H 3.489134 -0.038147 -0.490882 -0.021 0.033 -0.098
H 1.296024 1.265205 -2.106209 -0.020 -0.004 -0.088
H -0.437148 0.150791 -3.446183 -0.070 -0.182 -0.084
H -1.039509 -2.257151 -2.905162 0.056 0.108 -0.136
H 0.105993 -3.401146 -1.083543 -0.070 0.013 -0.045
H 2.415364 -3.367435 0.274488 0.093 0.044 0.011
H 2.728619 -1.833120 1.057912 -0.080 0.050 0.112
H 0.494830 -3.631589 1.476230 0.021 -0.053 0.104
H 2.419899 -3.079549 3.168393 0.031 -0.021 0.030
H 0.711691 -3.170948 3.656471 0.218 -0.237 0.032
H 0.521196 -1.016385 4.108138 -0.072 0.095 -0.140
H 1.233303 -0.535607 2.602522 0.031 0.045 -0.035
H 3.180333 -1.580248 4.619622 0.172 0.080 0.043
H 2.269179 -0.226044 5.225195 0.017 0.004 -0.015
H 4.056760 0.880339 4.450780 -0.040 -0.099 0.029
H 2.392636 0.951446 2.074363 -0.195 -0.120 0.140
H 3.793858 3.175267 3.289158 0.086 -0.170 0.119
H 3.028502 3.009222 1.733142 0.121 0.132 0.036
H 4.859275 1.907622 0.744353 -0.130 -0.430 0.102
H 5.639357 2.935683 1.926698 -0.003 -0.019 -0.056
H 5.888366 1.284577 3.432826 0.214 0.076 0.014
H 6.439961 0.640597 2.026080 -0.012 -0.036 -0.082
H 4.281544 -0.492557 1.758717 -0.167 -0.241 0.122
H 7.515939 -1.106538 4.440546 -0.040 0.085 0.284
C -4.659376 0.575738 -2.954334 -0.009 0.114 -0.110
C -4.715359 -0.649244 -3.852292 0.194 -0.053 0.444
C -4.945572 -1.918701 -3.047967 -0.039 -0.148 -0.141
O -3.508672 -0.765267 -4.611363 -0.092 0.036 -0.254
H -3.829528 0.488409 -2.245477 -0.034 -0.067 0.039
H -4.490012 1.475111 -3.548623 -0.020 -0.011 -0.021
H -5.583635 0.703161 -2.389271 0.016 0.018 0.020
H -5.514668 -0.528312 -4.584614 0.063 -0.007 -0.094
H -4.123309 -2.074140 -2.342124 -0.017 0.075 0.046
H -4.985837 -2.788478 -3.705358 -0.044 0.008 -0.002
H -5.875931 -1.870666 -2.481187 0.007 0.020 0.015
H -2.784674 -0.884339 -3.989001 -0.001 -0.002 0.070
C 5.239716 4.552710 6.648734 0.159 0.139 -0.224
C 5.195507 3.283233 5.818635 0.031 -0.126 0.399
C 5.292779 2.044240 6.696793 0.003 -0.067 -0.123
O 6.233283 3.262734 4.822221 -0.187 -0.247 -0.252
H 6.182289 4.614518 7.198516 -0.025 -0.038 0.058
H 5.172064 5.432893 6.009792 -0.036 -0.002 0.001
H 4.420695 4.580063 7.366503 0.003 -0.032 0.002
H 4.264690 3.260974 5.250136 -0.006 -0.015 0.014
H 6.240519 2.039206 7.240485 -0.019 0.046 0.055
H 5.258941 1.130765 6.098576 0.015 0.011 0.053
H 4.480920 2.010176 7.423011 0.007 0.014 0.014
H 7.081791 3.286751 5.279238 0.025 0.066 -0.001
C -3.877322 -4.349993 -6.424403 0.046 -0.012 0.147
C -5.090321 -5.261007 -6.522338 0.002 0.269 -0.242
C -5.557840 -5.422033 -7.960560 -0.082 -0.086 0.025
O -6.151167 -4.756727 -5.709909 0.045 -0.128 0.117
H -4.119573 -3.347453 -6.787164 0.005 -0.013 -0.056
H -3.562150 -4.251546 -5.384861 0.020 -0.015 -0.005
H -3.039673 -4.734858 -7.008023 -0.013 0.003 -0.020
H -4.846281 -6.240572 -6.108845 -0.065 -0.002 0.076
H -5.849553 -4.452668 -8.374082 0.063 0.021 -0.010
H -6.427033 -6.077816 -8.008346 0.016 -0.018 0.011
H -4.770972 -5.839897 -8.589849 0.008 0.015 -0.003
H -6.394310 -3.890347 -6.053756 -0.024 0.005 -0.012
C -6.153399 5.023216 -1.014302 0.053 -0.061 0.116
C -6.088432 3.753810 -1.849552 -0.270 0.231 -0.095
C -6.495899 4.010457 -3.292397 0.039 -0.111 -0.040
O -6.912606 2.737885 -1.277379 0.169 -0.089 0.026
H -7.175259 5.411148 -0.993379 0.004 0.030 -0.064
H -5.856934 4.818582 0.014629 0.022 -0.007 -0.010
H -5.500620 5.798199 -1.418148 -0.015 0.007 -0.015
H -5.073397 3.353856 -1.824632 -0.017 -0.086 0.043
H -7.527856 4.368847 -3.336068 0.016 0.065 0.019
H -6.441647 3.089995 -3.874141 0.023 0.000 0.006
H -5.853389 4.757143 -3.761047 -0.012 0.016 0.006
H -7.821209 3.057502 -1.283861 -0.018 -0.007 0.006

***

(2)
8
Properties=species:S:1:pos:R:3:forces:R:3 method="wB97M-V/def2-TZVPD" lumo_ev=-0.44 charge=0 smiles="C[P@@](=S)(Cl)Br"
C -0.970074 0.122811 0.206941 -0.484 -1.511 2.894
P 0.750182 -0.094798 -0.211472 1.269 -0.162 -3.025
S 1.070504 -0.301314 -2.357013 -0.621 0.360 4.158
Cl 1.655831 1.562597 0.596623 -0.197 -0.526 -0.247
Br 1.442527 -1.755872 1.007269 0.214 -0.068 0.061
H -1.113749 0.699623 -0.626074 -1.820 1.487 -2.198
H -1.492019 -0.859151 0.239896 0.422 0.614 -0.778
H -1.343202 0.626105 1.143830 1.216 -0.194 -0.865

***

(3)
86
Properties=species:S:1:pos:R:3:forces:R:3 method="wB97M-V/def2-TZVPD" lumo_ev="3.35 / 2.70" s_squared=0.754 multiplicity=2 charge=-2
Sc 0.650524 -0.108318 -0.505461 -1.137 0.387 -0.126
C -0.062287 4.367070 -0.019290 0.004 -0.228 -0.046
C -0.575175 3.009542 -0.481614 -0.375 -0.063 0.260
C -1.784349 3.140061 -1.408603 0.278 -0.223 0.145
O 0.451581 2.313980 -1.195915 0.188 0.042 0.470
C -1.012887 2.145035 0.735855 -0.208 0.950 -0.280
O -1.841618 2.570268 1.514867 -0.028 -0.009 -0.151
O -0.481218 0.969712 0.779726 -0.108 -0.388 0.011
H 0.187186 4.984141 -0.883236 -0.036 0.020 -0.084
H 0.822972 4.243683 0.603115 0.028 0.024 0.063
H -0.826991 4.852788 0.579226 -0.059 0.069 0.068
H -1.545224 3.792238 -2.247033 0.037 0.040 -0.076
H -2.625977 3.543998 -0.850715 -0.038 0.029 0.034
H -2.036819 2.152962 -1.795662 -0.122 0.014 -0.051
H 1.297221 2.562208 -0.756443 -0.284 -0.199 -0.214
N -1.704766 -2.125087 -2.786735 -0.123 -0.232 -0.097
C -1.293291 -2.661360 -1.594841 0.192 -0.149 0.534
N -1.541831 -3.917760 -1.237019 -0.284 0.416 -1.060
N -1.008594 -4.025153 -0.030613 0.210 -0.126 0.617
N -0.466077 -2.921234 0.327884 0.248 -0.295 0.351
N -0.615669 -1.995648 -0.648984 0.036 -0.342 -0.369
C -1.156503 -0.984490 -3.288564 0.076 0.722 -0.119
N -1.105459 -0.733474 -4.603292 -0.423 -0.836 0.215
N -0.544593 0.447050 -4.697806 -0.120 0.368 -0.341
N -0.299562 0.904758 -3.519272 0.510 0.626 0.087
N -0.652941 0.029451 -2.567410 -0.337 -0.762 -0.137
H -2.087367 -2.770942 -3.458769 0.089 0.038 0.041
Cl 1.023269 3.318137 3.205743 -0.054 0.245 0.008
Ge 1.540420 1.125214 2.860268 0.413 0.121 0.321
Cl 3.468663 1.269984 4.095247 0.076 -0.074 -0.042
Cl 2.647407 1.600901 0.554152 0.110 -0.035 0.136
C 6.031200 0.680106 -1.100017 -0.366 -0.085 -0.235
C 4.804819 -0.062791 -1.589791 0.364 -0.538 0.597
O 4.078375 0.817646 -2.444591 -1.051 0.232 -0.630
P 2.637261 0.343904 -2.994605 2.221 -0.406 -0.665
O 1.941054 -0.512757 -1.995542 0.206 0.037 -0.301
Te 1.787819 2.382288 -3.844987 0.125 0.535 -0.342
O 3.008872 -0.692610 -4.185413 -0.625 0.230 0.713
C 3.732570 -0.228019 -5.304084 0.368 0.320 -0.664
C 3.532186 -1.179635 -6.472649 -0.047 0.155 0.420
H 6.584340 0.057207 -0.403408 0.092 -0.056 0.077
H 5.712603 1.586620 -0.593231 0.006 0.070 0.117
H 6.664369 0.948476 -1.942829 0.159 0.038 -0.045
H 4.171965 -0.357363 -0.746110 0.081 0.050 -0.116
H 5.069335 -0.966053 -2.153735 0.033 0.071 0.051
H 4.795912 -0.161228 -5.038626 -0.108 0.036 -0.009
H 3.377620 0.782696 -5.569087 0.175 -0.290 -0.010
H 3.867434 -2.179273 -6.205040 0.026 -0.095 -0.018
H 4.105713 -0.827042 -7.327260 0.037 0.010 -0.102
H 2.478763 -1.223830 -6.736048 -0.089 -0.011 -0.058
F -4.047569 -5.980017 5.578371 0.096 0.116 -0.095
C -3.463528 -4.929592 4.925006 0.008 0.033 -0.005
C -2.482415 -5.178937 3.987161 -0.171 -0.287 0.176
C -1.900918 -4.104068 3.336217 0.138 0.087 -0.040
C -2.296430 -2.799184 3.604483 0.460 0.422 -0.306
C -3.284713 -2.590343 4.553074 -0.032 0.106 0.037
C -3.875531 -3.647736 5.225573 -0.122 -0.231 0.108
Sb -1.337850 -1.164613 2.462690 -0.912 -0.228 1.022
C -2.990672 -1.238377 1.053982 0.315 0.018 0.355
C -3.370439 -0.136191 0.301926 -0.060 0.092 -0.035
C -4.224271 -0.266445 -0.781383 -0.166 -0.080 -0.233
C -4.690046 -1.524959 -1.104572 -0.092 -0.053 0.161
F -5.516881 -1.670675 -2.180959 0.105 0.020 0.094
C -4.367125 -2.637789 -0.354157 -0.202 0.109 -0.249
C -3.515453 -2.481513 0.725240 -0.057 0.054 0.136
C -2.169059 0.312509 3.849770 0.254 -0.373 -0.480
C -1.377668 0.620379 4.948337 0.014 -0.079 -0.117
C -1.756308 1.585219 5.866555 -0.114 0.226 0.168
C -2.952852 2.242194 5.661460 0.014 -0.147 0.001
F -3.359442 3.184962 6.560524 0.081 -0.050 -0.086
C -3.766149 1.960774 4.582331 -0.060 0.131 0.140
C -3.362537 0.993909 3.676906 -0.029 -0.012 0.063
H -2.188990 -6.195945 3.773801 0.028 -0.102 -0.015
H -1.139385 -4.276969 2.587757 0.065 -0.143 -0.046
H -3.603930 -1.582048 4.773288 -0.071 0.087 0.072
H -4.646054 -3.487514 5.966453 -0.056 -0.014 0.053
H -3.006209 0.843627 0.564471 0.010 0.118 -0.023
H -4.512636 0.585335 -1.381822 -0.016 0.050 -0.036
H -4.745749 -3.610462 -0.629330 -0.039 -0.072 -0.065
H -3.232460 -3.351632 1.300341 -0.063 -0.058 -0.073
H -0.437677 0.096425 5.085514 0.071 0.045 0.088
H -1.127734 1.841578 6.706520 0.005 0.036 0.084
H -4.690763 2.501747 4.449951 -0.097 0.085 0.020
H -3.988885 0.775692 2.824382 -0.072 0.018 -0.087
N 2.435213 -1.661710 1.860555 0.022 -0.157 -0.451
C 1.867248 -1.328701 0.904025 0.376 -0.223 0.713

***

(4)
88
Properties=species:S:1:pos:R:3:forces:R:3 method="wB97M-V/def2-TZVPD" lumo_ev=-3.68 charge=+1
C -0.455129 -5.709195 -0.095423 -1.078 -0.625 0.109
C 0.543507 -5.075928 0.027282 0.616 1.025 -0.572
C 1.638111 -4.105450 -0.094286 0.000 -1.019 0.758
C 1.159319 -2.662359 -0.131099 0.369 0.513 -0.638
C -0.024862 -2.491409 -1.090475 0.557 -0.305 0.283
N -0.513923 -1.098096 -1.071761 -0.272 -0.184 -0.495
C -1.188488 -0.654491 -0.056809 0.152 0.135 0.125
N -1.471515 -1.495986 0.983897 -0.626 0.181 -0.304
C -2.561835 -2.496090 0.784302 0.612 -0.202 0.192
N -1.583788 0.699888 -0.050911 0.224 -0.193 0.912
C -3.065878 0.878109 -0.084183 0.331 0.276 0.077
C -3.810935 0.869710 1.246595 -0.676 0.041 0.041
C -5.321112 0.851374 0.948600 0.327 -0.375 -0.449
C -5.785773 -0.462072 0.297768 -0.174 0.652 0.006
S -6.609519 -0.299166 -1.288526 -0.786 -2.373 -0.352
O -6.322621 -1.517351 -1.979774 0.692 0.287 -0.110
O -7.995077 -0.007674 -1.115088 0.260 1.223 0.320
O -5.846294 0.851931 -2.082177 -0.098 0.275 0.434
C -0.908909 1.487630 0.913254 0.524 0.704 0.338
C -1.249424 2.831155 1.109958 0.086 -0.491 -0.025
C -0.564831 3.574506 2.055673 -0.066 0.687 0.240
N 0.457501 3.163141 2.823459 -0.908 -1.053 -1.273
C 0.781985 1.890471 2.580537 0.571 -0.045 0.475
C 0.157776 1.023567 1.691935 -0.403 0.136 -0.367
C -0.169449 -0.265159 -2.245754 0.428 0.446 -0.254
Br -1.767513 0.256056 -3.223102 0.050 -0.186 -0.012
C 0.805956 0.896251 -1.915145 -0.693 0.082 0.680
C 0.286522 2.322386 -2.095297 0.786 -0.072 0.083
H -1.376009 -6.231924 -0.188770 0.061 -0.240 0.062
H 2.210033 -4.348225 -0.985783 -0.001 0.068 -0.218
H 2.297094 -4.307716 0.750116 0.261 0.452 0.013
H 0.984092 -2.229252 0.847629 -0.271 -0.286 0.193
H 1.970981 -2.081408 -0.576448 0.124 0.088 0.166
H 0.363262 -2.724838 -2.078336 -0.284 0.118 -0.229
H -0.820640 -3.199695 -0.893986 -0.151 0.103 0.120
H -1.552317 -0.978775 1.847959 -0.252 0.038 0.010
H -3.283145 -2.373435 1.585434 -0.159 0.082 -0.050
H -3.026676 -2.327928 -0.182409 -0.174 -0.105 -0.045
H -2.178208 -3.511821 0.838602 0.093 -0.042 -0.065
H -3.233580 1.848312 -0.548186 -0.016 0.017 -0.192
H -3.458344 0.156829 -0.796007 -0.006 -0.155 0.012
H -3.542744 0.046997 1.908539 0.057 -0.178 -0.078
H -3.640731 1.783866 1.809772 0.363 0.056 0.005
H -5.906941 1.055688 1.837268 0.013 0.090 0.097
H -5.485476 1.659578 0.236014 -0.209 0.224 0.179
H -4.986746 -1.168411 0.104171 0.160 0.015 -0.010
H -6.530546 -0.967908 0.905616 -0.108 -0.088 -0.010
H -6.298851 1.696236 -1.924222 -0.046 0.009 -0.184
H -2.036479 3.294039 0.535576 -0.045 0.113 0.022
H -0.876497 4.603111 2.202317 0.064 0.034 0.018
H 1.625790 1.502626 3.143565 -0.033 0.016 0.067
H 0.510992 0.005085 1.612101 0.159 -0.035 0.048
H 0.348397 -0.928889 -2.922417 -0.163 -0.230 -0.050
H 1.728275 0.762970 -2.472379 -0.025 -0.093 -0.231
H 1.077455 0.762124 -0.867412 0.104 -0.018 0.054
H 0.939248 2.976864 -1.517769 0.057 0.109 -0.054
H -0.714754 2.470880 -1.713669 -0.197 -0.086 -0.169
H 0.379710 2.614933 -3.136422 -0.341 0.136 -0.082
O 1.540207 -4.375832 -3.933041 0.137 0.327 0.068
S 2.695122 -5.149958 -4.305750 0.015 -0.789 -0.115
O 3.995100 -4.558426 -4.310100 -0.101 0.379 0.151
O 2.426883 -5.845307 -5.700003 -0.120 0.036 0.133
C 2.010885 -5.018426 -6.812562 -0.059 0.380 -0.553
C 3.167441 -4.257303 -7.427768 0.146 0.045 0.240
C 2.740133 -6.619939 -3.338504 -0.080 -0.054 0.014
H 1.212281 -4.346443 -6.495360 0.029 -0.054 0.170
H 1.586197 -5.705676 -7.540622 0.028 -0.190 0.170
H 3.552008 -3.499890 -6.745444 -0.017 0.009 -0.009
H 2.842824 -3.760042 -8.341480 -0.054 -0.056 -0.015
H 3.989336 -4.932510 -7.663087 -0.041 -0.025 -0.072
H 1.763009 -7.093794 -3.372271 -0.004 0.010 -0.012
H 2.987242 -6.333534 -2.318463 0.025 0.040 -0.015
H 3.507370 -7.276266 -3.739762 0.022 0.027 -0.010
O 2.193879 7.060290 4.503612 -0.126 0.131 0.094
S 2.656362 6.047673 5.404056 0.383 -0.303 -0.089
O 2.193628 6.011593 6.755844 -0.182 0.132 0.004
O 4.247216 6.048335 5.398164 -0.065 -0.111 -0.095
C 4.921490 7.302387 5.639392 0.284 0.509 0.210
C 4.931710 7.678441 7.107364 -0.238 -0.093 0.074
C 2.421162 4.465962 4.673778 0.338 0.061 0.232
H 4.472087 8.087451 5.029697 -0.129 -0.109 -0.032
H 5.939878 7.157846 5.284121 -0.064 -0.219 -0.082
H 3.929417 7.915199 7.461930 0.006 0.020 -0.015
H 5.564565 8.551710 7.265315 0.043 -0.017 -0.059
H 5.306451 6.853113 7.712381 0.078 0.019 -0.022
H 2.815912 4.482428 3.663053 -0.031 0.029 -0.022
H 1.358160 4.272391 4.658724 -0.089 0.071 0.003
H 2.931597 3.722876 5.282910 0.022 0.048 0.031